Below is a structure of composition C24H23BClN16RuSe, with properties calculated with the ωB97M-V functional and the def2-TZVPD basis.

Element x y z (Å)
Ru: -0.41995 0.16925 0.05991
C: 3.76484 0.92739 -0.45430
C: 2.53360 0.55653 -0.97222
N: 1.62371 0.49743 0.00618
N: 2.25273 0.82040 1.15632
C: 3.53691 1.09258 0.90194
B: 1.50331 0.99300 2.51982
N: 0.67886 -0.30234 2.77794
C: 0.47061 -0.94229 3.93379
C: -0.48839 -1.92187 3.74170
C: -0.85270 -1.80159 2.41227
N: -0.14638 -0.82202 1.82990
N: 0.51568 2.16738 2.38514
C: 0.23894 3.23718 3.15245
C: -0.85417 3.88594 2.61446
C: -1.20079 3.12786 1.49716
N: -0.37469 2.09580 1.36550
N: 2.54039 1.16665 3.59663
C: 3.39585 0.21538 4.06679
C: 4.37584 0.84720 4.78213
C: 4.05100 2.21569 4.67996
N: 2.96460 2.40486 3.95764
H: 4.69263 1.05344 -0.98256
H: 2.26141 0.32417 -1.98644
H: 4.20265 1.39205 1.69478
H: 1.00744 -0.65697 4.82250
H: -0.87073 -2.61899 4.46533
H: -1.55989 -2.37716 1.84195
H: 0.85576 3.46952 4.00147
H: -1.32560 4.78043 2.98015
H: -2.00213 3.27105 0.78955
H: 3.25015 -0.83049 3.85037
H: 5.19885 0.39513 5.30703
H: 4.56416 3.06313 5.10559
Se: -1.32150 -5.00189 -0.49072
N: -0.60790 -5.18752 -2.09071
C: -0.23836 -3.98255 -2.48745
C: 0.31951 -3.66852 -3.75895
C: 0.58533 -2.36480 -4.01626
C: 0.33241 -1.37734 -3.01785
N: -0.14005 -1.60913 -1.82635
C: -0.46391 -2.91596 -1.54615
N: -1.02921 -3.25974 -0.40678
H: 0.49859 -4.45665 -4.47775
H: 0.99057 -2.04700 -4.96645
H: 0.53885 -0.33813 -3.25919
C: -2.66562 2.28299 -4.52528
N: -1.75036 2.16722 -3.39624
C: -0.70870 3.01959 -3.09879
C: -0.11265 2.52298 -1.98574
N: -0.78370 1.38028 -1.60263
C: -1.76339 1.20095 -2.47685
H: -3.04675 3.29958 -4.58034
H: -3.49567 1.59815 -4.37476
H: -2.15250 2.03338 -5.45169
H: -0.49828 3.89137 -3.69263
H: 0.71920 2.90719 -1.42187
H: -2.47288 0.39173 -2.46138
Cl: -3.14319 -1.78012 -4.18766
C: -3.35802 -3.10659 -3.14356
H: -3.19018 -4.08381 -3.56412
H: -3.85004 -2.92080 -2.20270
N: -2.38674 -0.28672 0.12102
C: -3.20765 -1.12603 0.12989
N: -4.13950 -1.98139 0.07425
C: -3.99657 -3.07384 0.82085
N: -3.84564 -4.02263 1.46401

Results
2S+1	5
expectation value of S²	6.02
molecular weight	761.85	g/mol
orbital gap (alpha / beta)	0.260 / 0.256	Ha
E_LUMO (alpha / beta)	-3.8 / -4.6	eV
total charge	+1

=====

Below is an isolated molecule of C3H4N2O, with properties calculated with the ωB97M-V functional and the def2-TZVPD basis.

Element x y z (Å)
N: 1.59523 0.03310 -0.39884
C: 0.22320 0.01528 -0.08291
C: -0.59084 1.15183 0.20180
N: -1.83889 0.82607 0.40019
O: -1.90147 -0.53415 0.23572
C: -0.67209 -1.00459 -0.03595
H: 2.17297 0.23453 0.40937
H: 1.90430 -0.84098 -0.80518
H: -0.29564 2.19217 0.25836
H: -0.59677 -2.07326 -0.18255

Results
molecular weight	84.08	g/mol
orbital gap	0.365	Ha
E_LUMO	0.9	eV

=====

Below is an isolated molecule of C4H5NO2S at a distorted geometry, with properties calculated with the ωB97M-V functional and the def2-TZVPD basis.

Element x y z (Å)
N: -1.18077 1.27906 -0.47119
C: -0.03398 0.56243 -0.32335
C: 0.10781 -0.78375 -0.61933
C: -0.99045 -1.53877 -1.17918
O: -2.12931 -1.10472 -1.29347
S: 1.30414 1.51061 0.33999
C: 1.86028 0.54588 1.72187
O: 1.44788 -0.51926 2.09745
H: -2.05132 0.77443 -0.68893
H: -1.28972 2.09127 0.09183
H: 0.99108 -1.27805 -0.50254
H: -0.78043 -2.60978 -1.36087
H: 2.74478 1.07065 2.18772

Results
molecular weight	131.16	g/mol
orbital gap	0.328	Ha
E_LUMO	0.0	eV

=====

Results for energy above the lowest of the compared OMol25 structures with the same formula, charge and spin: 0.4; 48.9; 40.0 (in kcal per mole, following the order of the records).